Record 1
Molecular formula: C39H71BrF6IN2O4
Method: DFT, the ωB97M-V functional and the def2-TZVPD basis

For the gap between HOMO and LUMO, the calculation gives 7.94 eV. Its charge is +1. As for the total energy: -5409.77704 Ha.

Geometry as XYZ:
```
124
Properties=species:S:1:pos:R:3:lowdin_charge:R:1
C -3.041 -3.150 2.815 -0.10
C -2.843 -1.898 1.942 -0.32
C -4.016 -1.667 0.980 -0.64
I -5.725 -1.118 2.147 1.12
C -3.835 -0.649 -0.196 -0.26
C -5.153 -0.576 -1.001 -0.20
C -5.936 -1.725 -1.137 -0.09
C -7.092 -1.711 -1.910 -0.11
N -7.533 -0.639 -2.550 0.08
C -6.801 0.455 -2.431 -0.11
C -5.622 0.542 -1.692 -0.03
C -3.248 0.677 0.408 -0.14
C -3.496 2.064 -0.218 -0.13
C -4.737 2.831 0.258 -0.14
C -4.744 3.452 1.682 -0.40
C -5.533 2.624 2.702 -0.10
C -3.374 3.817 2.253 -0.07
N -1.776 0.422 0.318 -0.03
C -0.828 1.220 1.115 -0.18
C -0.259 0.469 2.323 -0.05
C -1.474 -0.501 -0.513 -0.56
Br 0.298 -0.909 -0.832 1.07
C -2.657 -1.160 -1.180 -0.30
C -2.413 -2.692 -1.278 -0.12
C -3.326 -3.468 -2.248 -0.13
C -3.970 -4.727 -1.678 -0.18
F -3.205 -5.834 -2.048 -0.05
C -2.796 -0.554 -2.597 -0.11
C -1.673 -0.836 -3.597 -0.17
C -2.165 -0.578 -5.031 -0.06
C -1.042 -0.200 -5.966 -0.44
F -0.080 -1.165 -5.952 0.12
F -1.504 -0.092 -7.235 0.13
C -0.336 1.151 -5.622 -0.49
F 0.722 0.938 -4.808 0.15
F 0.084 1.798 -6.717 0.18
F -1.203 1.967 -4.951 0.13
H -4.086 -3.456 2.857 0.04
H -2.691 -2.980 3.833 0.08
H -2.472 -3.994 2.419 0.08
H -2.705 -1.023 2.577 0.09
H -1.932 -2.050 1.361 0.09
H -4.242 -2.637 0.545 0.06
H -5.693 -2.656 -0.648 0.09
H -7.687 -2.612 -2.002 0.12
H -7.163 1.334 -2.954 0.12
H -5.108 1.489 -1.696 0.08
H -3.512 0.754 1.467 0.12
H -2.619 2.682 -0.014 0.11
H -3.504 1.968 -1.304 0.09
H -4.857 3.657 -0.451 0.13
H -5.630 2.209 0.146 0.10
H -5.278 4.402 1.582 0.13
H -4.917 1.826 3.131 0.04
H -5.844 3.256 3.537 0.09
H -6.417 2.164 2.261 0.06
H -3.494 4.548 3.055 0.09
H -2.872 2.949 2.688 0.07
H -2.719 4.291 1.515 0.08
H -1.393 2.079 1.461 0.09
H -0.054 1.603 0.450 0.12
H -0.149 -0.597 2.133 0.06
H 0.727 0.869 2.562 0.08
H -0.906 0.618 3.187 0.09
H -1.384 -2.816 -1.617 0.08
H -2.436 -3.159 -0.294 0.10
H -2.727 -3.817 -3.095 0.12
H -4.104 -2.838 -2.673 0.10
H -4.011 -4.736 -0.585 0.11
H -4.972 -4.874 -2.087 0.12
H -3.736 -0.911 -3.018 0.12
H -2.910 0.531 -2.518 0.12
H -1.326 -1.868 -3.535 0.11
H -0.813 -0.197 -3.386 0.08
H -2.604 -1.489 -5.447 0.15
H -2.929 0.199 -5.063 0.14
C -1.691 -7.865 -5.620 -0.06
C -1.678 -6.382 -5.951 -0.50
C -0.534 -5.655 -5.260 -0.06
O -2.929 -5.776 -5.621 -0.06
H -1.823 -8.008 -4.544 0.08
H -2.514 -8.363 -6.132 0.08
H -0.757 -8.344 -5.915 0.08
H -1.589 -6.251 -7.031 0.14
H -0.638 -5.746 -4.174 0.07
H -0.541 -4.596 -5.522 0.07
H 0.432 -6.075 -5.543 0.08
H -3.059 -5.897 -4.672 0.06
C 2.431 1.155 5.824 -0.06
C 2.386 2.546 5.212 -0.51
C 3.449 3.451 5.803 -0.06
O 1.075 3.108 5.347 -0.07
H 2.245 1.204 6.900 0.08
H 1.659 0.520 5.384 0.07
H 3.404 0.687 5.670 0.08
H 2.539 2.472 4.133 0.13
H 3.284 3.574 6.877 0.09
H 3.409 4.439 5.343 0.08
H 4.440 3.030 5.646 0.06
H 0.899 3.209 6.289 0.09
C 6.267 3.910 2.198 -0.06
C 6.804 3.223 3.444 -0.49
C 8.199 2.662 3.233 -0.06
O 5.903 2.200 3.882 -0.07
H 6.205 3.194 1.373 0.08
H 5.269 4.311 2.379 0.07
H 6.919 4.727 1.887 0.08
H 6.819 3.937 4.270 0.14
H 8.199 1.914 2.437 0.08
H 8.565 2.182 4.139 0.09
H 8.902 3.446 2.951 0.08
H 5.864 1.530 3.191 0.09
C 11.418 3.221 0.598 -0.06
C 11.926 2.513 1.845 -0.51
C 13.352 2.016 1.675 -0.06
O 11.053 1.445 2.214 -0.06
H 11.416 2.531 -0.251 0.08
H 10.398 3.577 0.747 0.07
H 12.050 4.071 0.340 0.08
H 11.883 3.200 2.693 0.14
H 13.403 1.294 0.855 0.08
H 13.696 1.523 2.583 0.08
H 14.032 2.837 1.444 0.08
H 11.059 0.801 1.498 0.09
```



Record 2
Molecular formula: C39H73F2N4O13P3
Method: DFT, the ωB97M-V functional and the def2-TZVPD basis

Its spin multiplicity is 3. For the gap between HOMO and LUMO (spin up / spin down), the calculation gives 8.16 / 8.66 eV. As for the total energy: -3950.34707 Ha. Its expectation value of S² is 2.0087.

Geometry as XYZ:
```
134
Properties=species:S:1:pos:R:3:lowdin_spin:R:1
C -6.328 -4.827 -0.196 0.00
C -6.033 -3.635 -0.215 0.00
C -5.538 -2.188 -0.048 0.00
C -3.984 -1.882 0.046 0.00
N -3.141 -2.636 0.938 0.00
C -1.853 -2.066 1.370 0.00
C -0.604 -3.093 1.270 0.00
C 0.791 -2.289 1.464 0.00
C 0.667 -1.010 2.398 0.00
C -3.655 -3.555 1.929 0.00
C -4.702 -3.059 3.007 0.00
O -5.913 -3.262 2.951 0.00
O -4.260 -2.406 4.197 0.00
C -5.380 -1.923 4.949 0.00
C -6.224 -0.637 4.572 0.00
O -5.676 -2.538 5.960 0.00
C -3.468 -1.797 -1.492 0.00
F -4.143 -2.729 -2.328 0.00
F -3.987 -0.548 -1.987 0.00
O -2.099 -1.738 -1.640 0.00
C -1.483 -2.269 -2.806 0.00
C -1.482 -3.904 -2.898 0.00
C -2.236 -4.499 -4.158 0.00
C -2.298 -6.106 -3.924 0.00
C -3.408 -6.421 -2.829 0.00
N -3.876 -7.844 -2.828 0.00
C 0.112 -1.978 -2.752 0.00
C 0.360 -0.362 -2.326 0.00
C 1.914 -0.040 -1.763 0.00
O 1.293 0.376 -3.196 0.00
P -2.055 -1.654 -4.504 0.00
P -1.926 0.507 -4.722 0.00
O -0.642 0.984 -5.378 0.00
O -2.239 1.395 -3.342 0.00
O -3.153 0.915 -5.830 0.00
P -4.061 -0.059 0.724 0.00
O -5.348 0.624 0.310 0.00
O -2.821 0.930 0.203 0.00
O -4.039 -0.012 2.402 0.00
H -6.735 -5.863 -0.029 0.00
H -5.989 -1.561 -0.888 0.00
H -6.023 -1.766 0.896 0.00
H -1.978 -1.648 2.417 0.00
H -1.475 -1.193 0.735 0.00
H -0.684 -3.743 2.207 0.00
H -0.622 -3.697 0.317 0.00
H 1.465 -3.023 2.026 0.00
H 1.295 -2.078 0.474 0.00
H -0.086 -1.098 3.234 0.00
H 1.651 -0.686 2.867 0.00
H 0.333 -0.127 1.749 0.00
H -4.096 -4.478 1.419 0.00
H -2.809 -4.002 2.559 0.00
H -6.636 -0.836 3.524 0.00
H -5.638 0.325 4.596 0.00
H -7.129 -0.631 5.258 0.00
H -2.013 -4.252 -1.946 0.00
H -0.444 -4.341 -2.868 0.00
H -1.661 -4.391 -5.139 0.00
H -3.323 -4.188 -4.254 0.00
H -1.276 -6.539 -3.692 0.00
H -2.587 -6.528 -4.948 0.00
H -3.029 -6.145 -1.794 0.00
H -4.285 -5.722 -3.058 0.00
H -3.740 -8.157 -1.854 0.00
H -3.293 -8.433 -3.433 0.00
H 0.518 -2.594 -1.901 0.00
H 0.617 -2.120 -3.747 0.00
H -0.527 0.211 -1.808 0.00
H 2.883 0.001 -2.333 0.00
H 2.016 -1.196 -1.620 0.00
H -3.476 -1.898 -4.618 0.00
H -2.395 2.343 -3.532 0.00
H -2.791 1.539 -6.495 0.00
H -2.253 0.526 -0.483 0.00
H -3.182 0.394 2.669 0.00
C 0.669 3.639 -3.831 0.00
C 1.537 4.151 -5.014 0.02
C 2.979 4.426 -4.534 0.01
C 3.119 5.693 -3.699 0.00
C 2.526 6.889 -4.440 0.01
C 1.072 6.653 -4.886 0.02
N 0.893 5.360 -5.616 0.33
O 1.390 5.519 -6.854 0.58
C 0.152 6.697 -3.645 0.00
C 0.617 7.867 -5.726 0.00
C 1.599 2.955 -5.993 0.00
H 0.465 2.569 -3.907 0.00
H 1.146 3.798 -2.861 0.00
H -0.317 4.110 -3.807 0.00
H 3.645 4.515 -5.401 0.00
H 3.348 3.573 -3.956 0.00
H 2.638 5.568 -2.725 0.00
H 4.177 5.881 -3.495 0.00
H 2.584 7.772 -3.796 0.00
H 3.157 7.106 -5.309 0.00
H -0.882 6.463 -3.913 0.00
H 0.151 7.696 -3.200 0.00
H 0.461 6.018 -2.850 0.00
H 1.262 8.048 -6.588 0.00
H 0.637 8.780 -5.125 0.00
H -0.408 7.733 -6.086 0.00
H 0.613 2.717 -6.393 0.00
H 1.973 2.062 -5.484 0.00
H 2.279 3.132 -6.830 0.00
C 6.662 1.806 5.361 0.00
C 5.165 1.405 5.231 0.02
C 4.313 2.196 6.248 0.01
C 4.464 1.712 7.684 0.00
C 4.207 0.211 7.771 0.01
C 5.080 -0.601 6.798 0.02
N 5.030 -0.075 5.398 0.34
O 3.855 -0.444 4.865 0.58
C 6.537 -0.606 7.314 0.00
C 4.653 -2.083 6.881 0.00
C 4.759 1.887 3.819 0.00
H 6.991 2.436 4.530 0.00
H 6.869 2.363 6.277 0.00
H 7.326 0.940 5.331 0.00
H 3.254 2.126 5.974 0.00
H 4.568 3.260 6.200 0.00
H 5.457 1.955 8.072 0.00
H 3.750 2.240 8.324 0.00
H 4.380 -0.122 8.799 0.00
H 3.146 0.028 7.568 0.00
H 7.202 -1.115 6.611 0.00
H 6.608 -1.139 8.267 0.00
H 6.935 0.391 7.502 0.00
H 3.594 -2.229 6.664 0.00
H 4.822 -2.476 7.887 0.00
H 5.234 -2.698 6.186 0.00
H 5.308 1.350 3.042 0.00
H 4.976 2.953 3.703 0.00
H 3.689 1.774 3.626 0.00
```



Record 3
Molecular formula: C39H73Ge3MnPSeTe
Method: DFT, the ωB97M-V functional and the def2-TZVPD basis

Its spin multiplicity is 5. For the gap between HOMO and LUMO (spin up / spin down), the calculation gives 7.18 / 6.12 eV. The calculation puts the energy above the lowest of the compared OMol25 structures with the same formula, charge and spin at 1.654 eV. Its charge is +1. As for the total energy: -11922.14893 Ha. Its expectation value of S² is 6.2888.

Geometry as XYZ:
```
119
Properties=species:S:1:pos:R:3:lowdin_spin:R:1
Mn 0.217 -0.131 0.225 4.24
C -3.189 -1.532 2.837 0.00
C -2.236 -0.443 3.326 -0.03
Ge -0.434 -0.705 2.545 -0.08
C 1.045 0.475 3.238 -0.01
C 2.395 -0.054 2.763 0.01
C 0.174 -2.398 3.293 0.00
C 0.669 -3.341 2.481 -0.01
Ge 0.340 -2.868 0.583 -0.12
C 1.863 -3.176 -0.688 -0.03
C 2.669 -4.470 -0.634 -0.01
C -1.332 -3.792 0.013 -0.02
C -1.507 -5.239 0.463 -0.01
C 1.269 -4.602 2.971 0.00
C 1.638 -4.763 4.310 0.00
C 2.189 -5.950 4.760 0.00
C 2.394 -7.008 3.883 0.00
C 2.045 -6.861 2.551 0.00
C 1.495 -5.669 2.106 0.00
H -4.173 -1.438 3.298 0.00
H -2.808 -2.529 3.069 0.00
H -3.326 -1.478 1.753 0.00
H -2.107 -0.514 4.410 0.00
H -2.649 0.543 3.115 0.00
H 1.006 0.462 4.332 0.00
H 0.924 1.514 2.933 0.00
H 2.606 -1.040 3.176 0.00
H 3.215 0.613 3.035 0.00
H 2.438 -0.171 1.668 0.01
H 0.159 -2.539 4.374 0.00
H 2.537 -2.323 -0.564 0.00
H 1.436 -3.053 -1.687 0.00
H 3.125 -4.625 0.344 0.00
H 3.474 -4.448 -1.373 0.00
H 2.052 -5.344 -0.852 0.00
H -1.415 -3.731 -1.071 0.00
H -2.152 -3.191 0.415 0.00
H -0.788 -5.904 -0.016 0.00
H -2.504 -5.604 0.207 0.00
H -1.385 -5.342 1.542 0.00
H 1.509 -3.948 5.011 0.00
H 2.468 -6.049 5.801 0.00
H 2.828 -7.933 4.236 0.00
H 2.203 -7.674 1.853 0.00
H 1.224 -5.573 1.065 0.00
Te 0.575 -0.247 -2.533 0.02
C 1.136 -1.081 -6.427 0.00
Ge 1.479 -2.767 -5.497 0.00
C 3.083 -2.728 -4.386 0.00
C 1.584 -4.237 -6.780 0.00
C -0.077 -3.307 -4.357 0.00
Se -1.041 -2.061 -3.223 0.00
C -2.046 -1.117 -4.584 0.00
H 1.953 -0.899 -7.126 0.00
H 1.083 -0.236 -5.742 0.00
H 0.215 -1.133 -7.009 0.00
H 3.946 -2.491 -5.009 0.00
H 3.252 -3.708 -3.938 0.00
H 3.014 -1.987 -3.591 0.00
H 2.451 -4.107 -7.427 0.00
H 0.695 -4.275 -7.409 0.00
H 1.686 -5.193 -6.268 0.00
H 0.260 -4.083 -3.666 0.00
H -0.861 -3.749 -4.976 0.00
H -1.359 -0.691 -5.310 0.00
H -2.599 -0.334 -4.073 0.00
H -2.727 -1.829 -5.044 0.00
C 3.368 4.387 0.330 0.00
C 2.076 5.147 0.056 0.00
C 1.295 4.525 -1.099 0.00
C 1.014 3.020 -0.937 0.00
C 2.336 2.307 -0.604 0.01
C 3.073 2.914 0.584 0.00
P -0.401 2.403 0.122 0.01
C -0.626 3.510 1.588 0.00
C -1.118 4.941 1.349 0.00
C -0.851 5.801 2.594 0.00
C -0.953 4.974 3.883 0.00
C -1.995 3.874 3.711 0.00
C -1.542 2.860 2.645 0.00
C -1.837 2.417 -1.066 0.00
C -3.126 1.815 -0.481 0.00
C -4.126 2.854 0.020 0.00
C -4.459 3.860 -1.076 0.00
C -3.202 4.594 -1.533 0.00
C -2.118 3.621 -1.988 0.00
H 3.894 4.824 1.179 0.00
H 4.034 4.474 -0.535 0.00
H 2.290 6.192 -0.181 0.00
H 1.472 5.157 0.966 0.00
H 1.899 4.630 -2.007 0.00
H 0.377 5.082 -1.287 0.00
H 0.689 2.657 -1.922 0.00
H 2.985 2.363 -1.486 0.00
H 2.178 1.231 -0.431 0.01
H 3.997 2.361 0.762 0.00
H 2.468 2.806 1.491 0.00
H 0.388 3.565 2.001 0.00
H -2.191 4.898 1.167 0.00
H -0.674 5.404 0.470 0.00
H -1.581 6.613 2.620 0.00
H 0.133 6.271 2.526 0.00
H -1.202 5.619 4.725 0.00
H 0.012 4.517 4.123 0.00
H -2.949 4.325 3.425 0.00
H -2.173 3.352 4.653 0.00
H -2.419 2.430 2.158 0.00
H -1.023 2.033 3.125 0.00
H -1.434 1.652 -1.737 0.00
H -2.889 1.090 0.307 0.00
H -3.617 1.247 -1.279 0.00
H -3.724 3.392 0.882 0.00
H -5.029 2.347 0.364 0.00
H -5.204 4.574 -0.722 0.00
H -4.905 3.334 -1.927 0.00
H -2.838 5.232 -0.729 0.00
H -3.439 5.259 -2.365 0.00
H -1.194 4.156 -2.213 0.00
H -2.446 3.195 -2.943 0.00
```



Record 4
Molecular formula: C39H76BrCsN2P2Si2
Method: DFT, the ωB97M-V functional and the def2-TZVPD basis

For the gap between HOMO and LUMO, the calculation gives 4.20 eV. The calculation puts the energy above the lowest of the compared OMol25 structures with the same formula, charge and spin at 0.017 eV. As for the total energy: -5497.03962 Ha.

Geometry as XYZ:
```
123
Properties=species:S:1:pos:R:3:lowdin_charge:R:1
Cs -0.868 0.915 0.592 0.50
C -0.514 -0.447 4.883 -0.29
P -1.544 -0.664 3.381 0.89
C -1.457 -2.518 3.262 -0.40
N -1.030 -3.149 4.328 0.13
C -0.942 -4.502 4.291 -0.21
C -0.477 -5.208 5.426 -0.01
C -0.406 -6.570 5.391 -0.07
C -0.793 -7.284 4.231 -0.07
C -1.243 -6.623 3.126 -0.01
C -1.324 -5.211 3.139 -0.20
N -1.762 -4.550 2.038 0.14
C -1.810 -3.241 2.066 -0.39
P -2.394 -2.365 0.531 0.98
C -3.993 -3.250 0.337 -0.26
C -1.362 -3.104 -0.860 -0.73
C -1.618 -4.574 -1.193 -0.09
C -1.705 -2.255 -2.091 -0.11
C 0.115 -2.899 -0.522 -0.11
C -3.280 -0.371 4.044 -0.73
C -3.256 0.982 4.762 -0.10
C -3.747 -1.462 5.004 -0.09
C -4.238 -0.263 2.858 -0.11
H -0.911 -0.964 5.755 0.03
H -0.421 0.619 5.091 0.04
H 0.479 -0.846 4.678 0.04
H -0.189 -4.638 6.299 0.11
H -0.052 -7.116 6.256 0.11
H -0.728 -8.364 4.228 0.11
H -1.545 -7.145 2.227 0.11
H -3.860 -4.326 0.441 0.04
H -4.421 -3.020 -0.639 0.04
H -4.694 -2.906 1.097 0.03
H -2.639 -4.734 -1.540 0.07
H -1.437 -5.219 -0.340 0.06
H -0.948 -4.873 -2.005 0.09
H -2.759 -2.342 -2.361 0.08
H -1.115 -2.595 -2.946 0.09
H -1.489 -1.195 -1.934 0.06
H 0.408 -3.439 0.380 0.08
H 0.349 -1.840 -0.392 0.02
H 0.733 -3.261 -1.348 0.09
H -2.697 0.942 5.697 0.07
H -4.281 1.276 4.998 0.09
H -2.828 1.768 4.134 0.08
H -3.029 -1.639 5.805 0.07
H -3.908 -2.408 4.485 0.08
H -4.697 -1.166 5.459 0.09
H -3.972 0.563 2.195 0.06
H -5.253 -0.083 3.221 0.10
H -4.257 -1.174 2.261 0.03
C -2.802 4.961 0.247 -0.28
Si -2.863 3.352 -0.832 0.58
C -4.792 3.221 -1.201 -0.69
C -5.065 2.324 -2.409 -0.13
C -5.413 2.539 0.025 -0.15
C -5.514 4.554 -1.400 -0.12
C -1.925 3.945 -2.463 -0.69
C -2.610 5.046 -3.269 -0.11
C -0.559 4.476 -2.013 -0.14
C -1.662 2.753 -3.388 -0.13
H -3.080 5.876 -0.286 0.01
H -1.805 5.116 0.667 0.00
H -3.486 4.861 1.095 0.00
H -4.534 1.370 -2.325 0.06
H -4.757 2.796 -3.344 0.06
H -6.137 2.102 -2.494 0.08
H -5.007 1.533 0.162 0.04
H -6.502 2.454 -0.086 0.08
H -5.218 3.102 0.943 0.06
H -5.131 5.107 -2.259 0.06
H -5.415 5.197 -0.524 0.07
H -6.587 4.390 -1.566 0.08
H -2.851 5.912 -2.648 0.07
H -3.538 4.695 -3.726 0.06
H -1.960 5.396 -4.083 0.08
H -0.652 5.386 -1.418 0.07
H 0.071 4.709 -2.882 0.08
H -0.019 3.738 -1.408 0.05
H -2.586 2.305 -3.758 0.06
H -1.105 1.967 -2.867 0.05
H -1.068 3.057 -4.260 0.08
C 4.244 -2.251 -0.666 -0.11
C 4.783 -1.342 -1.783 -0.62
C 4.071 -1.778 -3.073 -0.10
C 6.286 -1.619 -1.948 -0.09
Si 4.480 0.521 -1.431 0.49
Br 2.337 0.590 -0.640 0.43
C 4.437 1.621 -3.002 -0.63
C 3.193 1.362 -3.869 -0.11
C 5.687 1.372 -3.861 -0.09
C 4.398 3.112 -2.631 -0.10
C 5.547 1.228 -0.002 -0.63
C 5.712 0.202 1.129 -0.10
C 4.919 2.479 0.635 -0.11
C 6.946 1.600 -0.518 -0.09
H 4.461 -3.290 -0.932 0.09
H 3.163 -2.157 -0.560 0.04
H 4.697 -2.061 0.305 0.06
H 4.200 -2.858 -3.197 0.09
H 4.480 -1.299 -3.963 0.06
H 2.999 -1.577 -3.033 0.07
H 6.426 -2.666 -2.232 0.09
H 6.839 -1.459 -1.021 0.06
H 6.744 -1.006 -2.726 0.07
H 3.111 0.335 -4.217 0.06
H 3.251 2.004 -4.753 0.09
H 2.273 1.618 -3.342 0.05
H 5.709 0.363 -4.277 0.06
H 6.616 1.532 -3.311 0.07
H 5.682 2.068 -4.704 0.09
H 3.544 3.352 -1.995 0.08
H 4.295 3.696 -3.550 0.09
H 5.310 3.448 -2.136 0.06
H 4.748 -0.134 1.516 0.08
H 6.252 0.674 1.954 0.09
H 6.288 -0.672 0.823 0.06
H 3.958 2.253 1.097 0.05
H 4.770 3.296 -0.067 0.06
H 5.588 2.839 1.422 0.09
H 7.457 0.761 -0.993 0.07
H 7.562 1.923 0.326 0.09
H 6.916 2.426 -1.231 0.07
```